{
  "formula": "C34H53CaN6O5S6Si",
  "method": "ωB97M-V/def2-TZVPD",
  "e_lumo_ha": 0.0685,
  "homo_lumo_gap_ev": 7.0,
  "spin_multiplicity": 1,
  "total_charge": -1,
  "elements": ["Ca", "C", "N", "C", "C", "C", "N", "C", "C", "H", "H", "H", "H", "H", "H", "H", "H", "H", "H", "H", "H", "H", "H", "H", "H", "O", "C", "C", "C", "C", "C", "C", "C", "O", "N", "N", "C", "S", "C", "C", "S", "H", "H", "H", "H", "H", "H", "H", "H", "H", "C", "Si", "C", "C", "O", "H", "H", "H", "H", "H", "H", "H", "H", "H", "C", "S", "C", "O", "H", "H", "H", "H", "H", "H", "O", "C", "C", "C", "C", "C", "S", "C", "C", "C", "C", "S", "C", "C", "C", "C", "S", "H", "H", "H", "H", "H", "H", "H", "H", "H", "N", "N", "H", "H", "H", "H"],
  "xyz": [[0.04, -0.73, -0.10], [-2.70, -1.76, 2.51], [-2.41, -1.92, 1.09], [-3.37, -1.14, 0.31], [-2.46, -3.33, 0.71], [-1.61, -3.64, -0.52], [-0.19, -3.51, -0.21], [0.33, -4.61, 0.57], [0.64, -3.31, -1.40], [-3.68, -2.18, 2.78], [-2.69, -0.70, 2.77], [-1.93, -2.25, 3.11], [-4.40, -1.52, 0.45], [-3.11, -1.17, -0.75], [-3.34, -0.10, 0.63], [-3.50, -3.65, 0.53], [-2.10, -3.91, 1.56], [-1.84, -2.93, -1.31], [-1.85, -4.65, -0.89], [0.29, -5.56, 0.01], [-0.24, -4.74, 1.49], [1.36, -4.40, 0.84], [0.66, -4.19, -2.06], [1.66, -3.09, -1.09], [0.25, -2.47, -1.97], [-2.24, 1.95, -1.52], [-2.60, 2.96, -0.70], [-3.30, 4.01, -1.30], [-3.72, 5.09, -0.56], [-3.45, 5.15, 0.80], [-2.76, 4.11, 1.40], [-2.32, 3.00, 0.67], [-1.57, 1.90, 1.36], [-0.95, 1.05, 0.65], [-1.67, 1.94, 2.67], [-0.92, 1.00, 3.36], [-1.30, 0.95, 4.57], [-2.65, 1.95, 5.16], [-2.63, 1.25, 6.84], [-1.20, 0.86, 7.18], [-0.56, -0.10, 5.79], [-1.66, 1.32, -1.04], [-3.50, 3.93, -2.37], [-4.26, 5.90, -1.05], [-3.77, 6.00, 1.39], [-2.53, 4.14, 2.45], [-3.28, 0.38, 6.89], [-3.00, 2.02, 7.52], [-1.15, 0.24, 8.07], [-0.58, 1.75, 7.32], [-3.72, -0.49, -3.35], [-1.83, -0.61, -3.43], [-1.48, -2.16, -4.47], [-1.23, 0.87, -4.43], [-1.15, -0.74, -1.99], [-4.13, -0.33, -4.35], [-4.02, 0.35, -2.72], [-4.16, -1.41, -2.95], [-1.91, -2.07, -5.48], [-1.92, -3.05, -4.00], [-0.41, -2.35, -4.57], [-1.62, 0.84, -5.45], [-0.14, 0.91, -4.49], [-1.56, 1.80, -3.96], [2.73, -0.72, 3.61], [1.24, -1.57, 3.13], [1.70, -3.20, 3.73], [1.28, -1.68, 1.63], [3.59, -1.23, 3.17], [2.79, -0.71, 4.70], [2.64, 0.30, 3.23], [1.83, -3.15, 4.81], [2.62, -3.51, 3.24], [0.89, -3.88, 3.48], [1.83, 0.18, -0.75], [2.76, 0.55, -1.68], [3.13, -0.63, -2.59], [2.27, -1.29, -3.42], [2.87, -2.39, -4.09], [4.19, -2.54, -3.76], [4.69, -1.35, -2.64], [2.21, 1.67, -2.56], [2.57, 2.10, -3.80], [1.80, 3.22, -4.23], [0.88, 3.60, -3.31], [0.92, 2.59, -1.92], [4.03, 1.05, -0.98], [4.90, 2.05, -1.30], [5.96, 2.18, -0.37], [5.87, 1.27, 0.65], [4.49, 0.28, 0.49], [1.23, -1.00, -3.51], [2.35, -3.04, -4.78], [4.88, -3.28, -4.12], [3.34, 1.62, -4.39], [1.92, 3.70, -5.20], [0.15, 4.39, -3.38], [4.77, 2.67, -2.18], [6.75, 2.92, -0.44], [6.53, 1.16, 1.49], [2.84, 3.11, 1.56], [2.09, 1.95, 1.95], [2.58, 3.40, 0.62], [3.81, 2.81, 1.50], [1.91, 1.35, 1.14], [1.19, 2.26, 2.30]]
}

=====

{
  "formula": "C34H53F3GdN6P4S2",
  "method": "ωB97M-V/def2-TZVPD",
  "e_lumo_ha": [-0.1119, -0.1114],
  "homo_lumo_gap_ev": [5.4, 5.6],
  "spin_multiplicity": 8,
  "s_squared": 16.15,
  "total_charge": 1,
  "elements": ["Gd", "F", "C", "F", "F", "C", "C", "C", "C", "N", "C", "S", "H", "H", "H", "C", "P", "C", "N", "C", "C", "C", "C", "C", "C", "N", "C", "P", "C", "C", "C", "C", "C", "C", "C", "C", "C", "H", "H", "H", "H", "H", "H", "H", "H", "H", "H", "H", "H", "H", "H", "H", "H", "H", "H", "H", "H", "H", "H", "H", "H", "H", "H", "H", "H", "C", "P", "C", "C", "C", "P", "C", "C", "H", "H", "H", "H", "H", "H", "H", "H", "H", "H", "H", "H", "H", "H", "H", "H", "N", "C", "S", "C", "N", "C", "C", "N", "H", "H", "H", "H", "H", "H"],
  "xyz": [[0.12, 1.04, 0.01], [6.05, 0.79, 3.32], [4.93, 1.36, 2.82], [4.07, 1.48, 3.85], [5.26, 2.59, 2.40], [4.36, 0.50, 1.71], [5.05, -0.63, 1.35], [4.56, -1.46, 0.35], [3.36, -1.12, -0.21], [2.66, -0.01, 0.11], [3.16, 0.84, 1.04], [2.24, 2.28, 1.34], [5.98, -0.88, 1.85], [5.08, -2.36, 0.03], [2.93, -1.75, -0.98], [1.88, -0.34, -3.60], [0.51, -0.51, -2.41], [0.79, -2.23, -1.70], [1.68, -2.98, -2.34], [2.04, -4.19, -1.81], [3.00, -5.00, -2.46], [3.38, -6.19, -1.91], [2.82, -6.63, -0.69], [1.87, -5.87, -0.05], [1.45, -4.65, -0.62], [0.48, -3.90, 0.00], [0.16, -2.73, -0.51], [-1.22, -1.93, 0.44], [-2.47, -3.23, 0.38], [-0.77, -1.86, 2.26], [-1.86, -1.07, 3.00], [-0.70, -3.27, 2.88], [0.59, -1.17, 2.46], [-1.01, -0.77, -3.47], [-2.10, -1.11, -2.44], [-1.34, 0.56, -4.16], [-0.88, -1.90, -4.49], [2.03, -1.27, -4.14], [2.80, -0.09, -3.07], [1.65, 0.47, -4.29], [3.43, -4.63, -3.39], [4.12, -6.81, -2.41], [3.13, -7.57, -0.26], [1.42, -6.19, 0.88], [-2.03, -4.19, 0.66], [-2.88, -3.31, -0.63], [-3.29, -2.97, 1.06], [-2.85, -1.55, 2.91], [-1.94, -0.06, 2.63], [-1.60, -1.05, 4.07], [-1.69, -3.73, 2.96], [-0.31, -3.16, 3.90], [-0.05, -3.94, 2.34], [0.56, -0.11, 2.25], [1.38, -1.64, 1.88], [0.87, -1.24, 3.52], [-2.90, 0.51, -1.43], [-1.92, -2.10, -2.07], [-3.07, -1.13, -2.94], [-1.38, 1.38, -3.44], [-2.32, 0.49, -4.66], [-0.60, 0.80, -4.92], [-0.54, -2.83, -4.05], [-0.19, -1.63, -5.29], [-1.87, -2.08, -4.95], [0.97, 4.89, -0.54], [0.61, 3.44, -1.59], [2.05, 3.42, -2.71], [-0.72, 4.13, -2.66], [-1.97, 4.47, -1.84], [-2.53, 3.08, -0.73], [-3.39, 4.07, 0.56], [-4.02, 2.51, -1.66], [0.16, 5.08, 0.17], [1.12, 5.78, -1.17], [1.88, 4.70, 0.03], [2.20, 4.40, -3.17], [1.91, 2.68, -3.50], [2.94, 3.15, -2.14], [-0.94, 3.39, -3.44], [-0.34, 5.02, -3.17], [-2.80, 4.76, -2.49], [-1.77, 5.32, -1.19], [-4.04, 4.82, 0.09], [-2.67, 4.55, 1.21], [-4.01, 3.41, 1.17], [-4.71, 3.34, -1.82], [-4.55, 1.73, -1.09], [-3.74, 2.10, -2.64], [-2.11, -0.11, -1.36], [-1.83, -0.37, 0.00], [-0.82, 2.63, 2.43], [-1.57, 2.26, 3.90], [-2.85, 1.91, 4.09], [-3.20, 1.66, 5.49], [-1.88, 2.01, 6.22], [-0.97, 2.27, 5.09], [-3.48, 1.80, 3.31], [-3.49, 0.63, 5.65], [-4.01, 2.30, 5.82], [-1.52, 1.19, 6.83], [-1.98, 2.89, 6.85], [-0.02, 2.60, 5.18]]
}

=====

Let's list ΔE to the lowest compared entry with this formula, charge and spin in order: 5.27; 1.56 kcal/mol.